Entry 1:
{
  "formula": "C3H13N2Si",
  "method": "wB97M-V/def2-TZVPD",
  "gap_ev": 9.44,
  "spin_multiplicity": 1,
  "total_charge": 1,
  "relative_energy_kcal_mol": 76.5,
  "symbols": ["C", "C", "C", "N", "N", "Si", "H", "H", "H", "H", "H", "H", "H", "H", "H", "H", "H", "H", "H"],
  "xyz": [[-1.238, 1.224, 0.387], [-2.495, -0.920, 0.192], [-0.024, -1.020, 0.110], [3.802, 0.217, -0.723], [-1.326, -0.179, -0.185], [2.266, 0.484, -0.034], [-0.947, 1.108, 1.482], [-0.541, 1.757, -0.165], [-2.141, 1.846, 0.358], [-2.340, -1.348, 1.181], [-3.464, -0.266, 0.004], [-2.559, -1.727, -0.593], [-0.286, -1.520, 1.044], [-0.200, -1.748, -0.674], [4.701, 0.116, -0.111], [3.938, 0.238, -1.682], [-1.327, -0.226, -1.216], [1.511, 1.082, -1.109], [2.297, 0.657, 1.303]],
  "forces_ev_per_angstrom": [[-1.0, -1.3, 2.0], [-2.9, -0.4, -1.6], [0.1, 1.0, -0.2], [0.8, -0.2, 4.6], [1.8, 1.3, -0.5], [-0.7, -1.9, -3.6], [-0.2, 0.2, -1.5], [1.7, 0.8, -0.8], [-0.2, -0.8, -0.2], [-0.6, 0.2, 0.0], [2.0, -1.3, 0.9], [-0.1, 0.4, 1.2], [0.5, 0.1, 0.2], [0.8, -0.6, -0.1], [-2.4, 0.0, -1.9], [0.5, 0.0, -1.9], [0.0, 1.1, 0.6], [-0.3, 0.7, 0.0], [0.0, 0.7, 2.7]]
}

Entry 2:
{
  "formula": "C3H13N3",
  "method": "wB97M-V/def2-TZVPD",
  "gap_ev": 9.42,
  "smiles": "CNC.NCN",
  "spin_multiplicity": 1,
  "total_charge": 0,
  "relative_energy_kcal_mol": 19.9,
  "symbols": ["C", "N", "C", "H", "H", "H", "H", "H", "H", "H", "N", "C", "N", "H", "H", "H", "H", "H", "H"],
  "xyz": [[0.300, -0.536, -2.586], [0.439, -1.258, -1.315], [1.818, -1.496, -0.986], [0.477, -1.260, -3.381], [1.036, 0.275, -2.623], [-0.699, -0.113, -2.651], [-0.126, -0.952, -0.556], [2.431, -0.575, -0.871], [1.958, -2.078, -0.079], [2.294, -1.967, -1.851], [-1.270, 2.309, 2.320], [-1.249, 1.097, 1.485], [-0.385, 0.108, 2.009], [-1.867, 3.050, 1.949], [-1.774, 2.090, 3.187], [-0.971, 1.439, 0.484], [-2.243, 0.650, 1.346], [-0.702, -0.722, 2.482], [0.533, -0.061, 1.636]],
  "forces_ev_per_angstrom": [[0.0, -0.3, 1.3], [0.2, -0.5, -0.8], [0.6, 0.7, -0.3], [0.0, 0.2, -0.3], [0.0, 0.1, -0.3], [-0.1, -0.1, -0.2], [-0.3, 0.5, 0.4], [-0.3, 0.0, 0.2], [-0.1, -0.3, -0.1], [0.0, -0.5, 0.2], [-0.8, 0.1, 0.8], [-0.8, 0.4, -0.5], [1.1, -0.9, 0.3], [0.3, -0.2, -0.5], [0.6, -0.1, -0.1], [0.3, -0.2, 0.0], [0.0, 0.1, 0.2], [-0.6, 0.3, -0.2], [0.0, 0.5, -0.2]]
}

Entry 3:
{
  "formula": "C3H13N3O",
  "method": "wB97M-V/def2-TZVPD",
  "gap_ev": 9.73,
  "smiles": "NCCNCN.O",
  "spin_multiplicity": 1,
  "total_charge": 0,
  "relative_energy_kcal_mol": 24.0,
  "symbols": ["N", "C", "C", "N", "C", "N", "H", "H", "H", "H", "H", "H", "H", "H", "H", "H", "H", "O", "H", "H"],
  "xyz": [[-1.290, 0.510, -2.043], [-1.747, 1.293, -0.895], [-1.704, 0.477, 0.383], [-0.342, 0.028, 0.655], [-0.216, -0.660, 1.922], [1.136, -1.113, 2.173], [-0.351, 0.756, -2.314], [-1.941, 0.538, -2.816], [-1.123, 2.169, -0.779], [-2.773, 1.622, -1.063], [-2.371, -0.402, 0.264], [-2.128, 1.055, 1.208], [-0.091, -0.593, -0.102], [-0.468, 0.030, 2.740], [-0.851, -1.559, 1.988], [1.763, -0.381, 1.841], [1.294, -1.896, 1.541], [3.505, -0.395, -1.682], [2.868, -1.047, -2.017], [2.997, 0.041, -0.985]],
  "forces_ev_per_angstrom": [[-0.2, -0.3, 0.3], [-0.2, -0.3, -0.1], [-0.3, -0.6, -0.2], [-0.3, 0.7, 0.1], [0.2, -0.1, 0.6], [0.2, -0.2, -0.7], [-0.1, 0.1, -0.3], [0.4, 0.1, 0.0], [0.1, 0.4, 0.2], [0.0, 0.1, 0.0], [0.0, 0.3, 0.0], [0.4, 0.1, 0.1], [0.1, -0.2, -0.1], [-0.3, -0.1, -0.4], [-0.2, 0.2, 0.1], [0.0, 0.0, 0.3], [0.3, -0.1, 0.2], [-0.7, -0.3, 0.0], [0.4, 0.2, 0.0], [0.2, 0.1, 0.0]]
}

Entry 4:
{
  "formula": "C3H13N3O2",
  "method": "wB97M-V/def2-TZVPD",
  "gap_ev": [10.35, 5.65],
  "spin_multiplicity": 2,
  "total_charge": 1,
  "relative_energy_kcal_mol": 8.0,
  "symbols": ["C", "C", "N", "C", "N", "N", "H", "H", "H", "H", "H", "H", "H", "H", "H", "H", "H", "O", "H", "H", "O"],
  "xyz": [[-1.254, 1.385, 0.237], [0.167, 0.963, -0.100], [0.322, -0.452, -0.311], [1.511, -1.091, -0.298], [2.566, -0.499, 0.351], [1.644, -2.117, -1.082], [-1.782, 0.891, 1.039], [-1.230, 2.447, 0.495], [-1.907, 1.383, -0.643], [0.706, 1.332, 0.783], [0.518, 1.484, -0.997], [-0.501, -0.976, -0.607], [2.408, 0.465, 0.635], [3.163, -1.063, 0.936], [2.482, -2.684, -1.046], [2.042, 3.679, 1.871], [0.597, 3.451, 2.540], [1.552, 3.362, 2.660], [-4.612, -4.718, -2.127], [-3.763, -3.460, -2.024], [-4.629, -3.783, -2.313]],
  "forces_ev_per_angstrom": [[-0.8, 0.9, -1.2], [-0.7, 0.8, 1.4], [0.4, -0.6, -0.3], [0.6, 2.5, 1.4], [-1.1, 0.3, -0.5], [-1.1, -2.3, -0.9], [0.4, -0.5, 0.3], [0.1, -0.1, 0.1], [0.1, -0.3, 0.1], [0.6, -0.4, -0.3], [0.1, 0.0, 0.1], [0.5, 0.1, -0.5], [0.3, -0.5, 0.3], [0.3, 0.0, -0.3], [0.5, 0.3, 0.3], [-0.9, 0.0, 0.8], [0.4, 0.3, -0.3], [0.5, -0.3, -0.6], [-0.1, -0.5, 0.1], [-0.4, -0.2, -0.1], [0.4, 0.6, 0.1]]
}

Entry 5:
{
  "formula": "C3H13N4",
  "method": "wB97M-V/def2-TZVPD",
  "gap_ev": 10.74,
  "spin_multiplicity": 1,
  "total_charge": 1,
  "relative_energy_kcal_mol": 16.5,
  "symbols": ["N", "C", "N", "N", "H", "H", "H", "H", "H", "C", "N", "C", "H", "H", "H", "H", "H", "H", "H", "H"],
  "xyz": [[-0.877, 1.254, -2.365], [-0.065, 1.125, -1.241], [1.287, 0.869, -1.511], [-0.485, 1.223, -0.014], [-1.748, 1.725, -2.196], [-0.404, 1.570, -3.224], [1.656, 1.269, -2.378], [1.861, 1.127, -0.733], [-1.493, 1.319, 0.009], [0.225, -2.244, 0.694], [0.371, -0.998, 1.463], [-0.473, -0.895, 2.656], [0.953, -2.248, -0.166], [0.451, -3.132, 1.323], [-0.794, -2.309, 0.302], [0.081, -0.181, 0.807], [1.327, -0.894, 1.752], [-1.536, -0.905, 2.338], [-0.241, 0.059, 3.177], [-0.298, -1.756, 3.319]],
  "forces_ev_per_angstrom": [[1.4, 0.2, 0.1], [0.1, 0.7, -0.9], [-1.0, 0.4, -0.3], [0.5, -1.1, -0.5], [-0.2, 0.0, -0.1], [-0.5, -0.4, 0.7], [-0.3, -0.4, 0.4], [0.3, 0.1, 0.3], [-0.1, 0.2, 0.1], [0.8, -1.2, -0.8], [-0.4, 0.3, -0.8], [-0.9, 0.2, 0.8], [-0.8, 0.2, 0.9], [-0.3, 0.7, -0.3], [0.2, 0.0, 0.1], [0.4, 0.2, 0.5], [0.6, 0.2, -0.1], [0.7, 0.1, 0.2], [-0.2, -0.7, -0.3], [0.0, 0.4, -0.2]]
}

Entry 6:
{
  "formula": "C3H13NO2",
  "method": "wB97M-V/def2-TZVPD",
  "gap_ev": 2.20,
  "spin_multiplicity": 1,
  "total_charge": 0,
  "relative_energy_kcal_mol": 206.9,
  "symbols": ["C", "N", "C", "C", "H", "H", "H", "H", "H", "H", "H", "H", "H", "H", "H", "O", "H", "H", "O"],
  "xyz": [[-0.235, 0.928, 0.372], [0.717, -2.071, -1.456], [0.165, -3.389, -1.649], [2.091, -1.971, -1.978], [0.134, 0.143, 1.098], [0.025, 1.943, 0.719], [-1.359, 0.801, 0.278], [0.152, -3.659, -2.723], [-0.844, -3.394, -1.276], [0.791, -4.174, -1.179], [2.206, -2.188, -3.066], [2.451, -0.925, -1.852], [2.816, -2.634, -1.437], [-1.414, 2.950, 1.997], [-2.551, 4.067, 1.581], [-2.016, 3.312, 1.211], [0.185, 0.690, -0.619], [-0.362, 2.620, 3.706], [-0.406, 2.293, 2.850]],
  "forces_ev_per_angstrom": [[-0.7, -1.0, 0.0], [1.7, -1.4, -1.2], [0.3, 0.9, 0.0], [-0.2, 1.3, 0.6], [-0.3, 1.0, -0.6], [-0.2, -0.8, -0.3], [1.3, 0.4, 0.3], [0.2, 0.2, 0.1], [-0.3, -0.2, 0.2], [-0.1, 0.3, 0.0], [-0.5, -0.3, 0.5], [-0.4, -0.7, 0.1], [-0.7, 0.1, -0.3], [-0.5, 0.1, -0.7], [0.9, -1.3, -0.5], [-0.6, 1.1, 1.1], [0.0, 0.2, 0.3], [0.1, 1.0, 2.7], [-0.1, -0.9, -2.4]]
}

Entry 7:
{
  "formula": "C3H13NO2S",
  "method": "wB97M-V/def2-TZVPD",
  "gap_ev": 9.81,
  "smiles": "CNCCS.O.O",
  "spin_multiplicity": 1,
  "total_charge": 0,
  "relative_energy_kcal_mol": 12.7,
  "symbols": ["C", "N", "C", "C", "S", "H", "H", "H", "H", "H", "H", "H", "H", "H", "O", "H", "H", "O", "H", "H"],
  "xyz": [[-0.277, 1.794, -1.357], [-0.879, 1.088, -0.234], [-0.300, -0.237, -0.051], [-1.038, -1.056, 0.991], [-0.021, -2.417, 1.652], [0.683, 1.351, -1.594], [-0.846, 1.726, -2.292], [-0.154, 2.852, -1.139], [-1.881, 1.073, -0.354], [0.728, -0.108, 0.280], [-0.282, -0.817, -0.980], [-1.912, -1.527, 0.576], [-1.281, -0.440, 1.855], [0.583, -1.743, 2.635], [1.622, -2.223, -1.732], [1.354, -2.948, -1.152], [1.917, -2.677, -2.534], [0.577, 2.124, 2.198], [0.004, 1.807, 1.477], [1.403, 2.378, 1.756]],
  "forces_ev_per_angstrom": [[-0.2, 0.1, -0.5], [0.1, 0.2, 0.2], [-0.3, -0.3, -0.2], [0.8, 0.3, 0.6], [-0.1, -0.4, -0.2], [0.4, 0.1, 0.1], [-0.2, -0.1, 0.1], [0.1, 0.1, 0.1], [-0.1, -0.2, 0.1], [0.1, 0.0, -0.1], [0.2, 0.0, -0.1], [-0.5, -0.1, 0.0], [-0.4, 0.1, -0.1], [0.0, 0.2, -0.1], [0.1, -0.4, -0.3], [0.0, 0.2, 0.2], [0.0, 0.2, 0.2], [0.4, 0.0, -0.2], [-0.1, 0.1, -0.1], [-0.4, -0.1, 0.3]]
}

Entry 8:
{
  "formula": "C3H13NO2S",
  "method": "wB97M-V/def2-TZVPD",
  "gap_ev": 9.76,
  "smiles": "NCCCS.O.O",
  "spin_multiplicity": 1,
  "total_charge": 0,
  "relative_energy_kcal_mol": 26.3,
  "symbols": ["N", "C", "C", "C", "S", "H", "H", "H", "H", "H", "H", "H", "H", "H", "O", "H", "H", "O", "H", "H"],
  "xyz": [[-2.054, -0.570, 0.006], [-1.064, -0.010, 0.970], [0.389, 0.230, 0.617], [1.224, 0.928, 1.746], [3.066, 1.015, 1.478], [-2.762, -0.949, 0.631], [-1.602, -1.469, -0.305], [-1.501, 0.908, 1.435], [-0.909, -0.859, 1.760], [0.740, -0.736, 0.492], [0.406, 0.743, -0.361], [1.110, 0.269, 2.638], [0.872, 1.911, 2.023], [3.302, 0.505, 0.239], [0.771, -1.437, -1.903], [0.473, -0.577, -2.345], [1.706, -1.400, -2.209], [-0.993, 0.544, -2.405], [-1.459, 0.729, -1.584], [-1.715, 0.224, -2.925]],
  "forces_ev_per_angstrom": [[1.6, -1.2, -0.1], [-0.3, -1.0, 3.3], [-0.5, 2.2, -0.8], [-0.4, -1.8, -0.4], [-0.2, 0.1, -0.1], [-0.4, 0.4, -0.2], [-0.5, 1.2, -0.2], [0.2, -0.8, -0.2], [-0.7, 1.8, -0.4], [1.4, -1.7, -0.6], [0.6, 0.0, 0.5], [0.1, 0.6, -0.5], [0.0, 0.3, -0.2], [-0.7, 0.1, 0.4], [1.2, 1.7, -1.6], [-0.4, -1.5, 1.1], [-0.7, -0.6, 0.6], [0.3, 0.8, -0.1], [0.0, -0.2, 0.6], [-0.5, -0.4, -0.9]]
}

Entry 9:
{
  "formula": "C3H13NO2S2",
  "method": "wB97M-V/def2-TZVPD",
  "gap_ev": 8.87,
  "smiles": "C[C@@H](N)CSS.O.O",
  "spin_multiplicity": 1,
  "total_charge": 0,
  "relative_energy_kcal_mol": 45.7,
  "symbols": ["C", "C", "N", "C", "S", "S", "H", "H", "H", "H", "H", "H", "H", "H", "H", "O", "H", "H", "O", "H", "H"],
  "xyz": [[-0.966, -2.437, -0.857], [-1.054, -0.893, -0.887], [-2.430, -0.364, -1.070], [-0.459, -0.495, 0.486], [1.084, 0.310, 0.431], [0.817, 1.790, 1.784], [-1.605, -2.848, -0.040], [-1.481, -3.059, -1.532], [-0.102, -3.002, -0.964], [-0.472, -0.549, -1.717], [-2.861, -0.900, -1.756], [-2.919, -0.536, -0.228], [-1.328, -0.110, 1.075], [-0.420, -1.397, 1.047], [0.624, 1.057, 2.977], [1.977, -2.353, -0.135], [1.962, -3.281, 0.195], [2.884, -2.149, -0.016], [-0.915, 2.862, -1.834], [-0.233, 2.531, -2.387], [-1.081, 2.071, -1.308]],
  "forces_ev_per_angstrom": [[-3.1, -0.5, 0.8], [0.0, -1.6, 0.3], [2.3, 0.8, 0.9], [-3.0, -0.5, -0.2], [0.7, 0.7, 0.3], [-0.4, 0.2, 1.5], [1.0, 0.6, 0.6], [-1.5, 0.3, -2.5], [2.5, 0.1, 0.8], [0.5, 0.5, -0.4], [-1.0, -0.9, -1.6], [-0.8, -0.1, 1.0], [1.1, 1.3, -0.5], [1.0, -1.0, 0.3], [0.5, 0.6, -1.3], [-0.9, -1.9, 0.3], [-0.3, 0.8, -0.4], [1.4, 0.8, 0.1], [-0.7, -0.1, 0.8], [1.1, -0.1, -1.0], [-0.5, 0.1, 0.3]]
}

Entry 10:
{
  "formula": "C3H13NO3",
  "method": "wB97M-V/def2-TZVPD",
  "gap_ev": [2.50, 3.55],
  "spin_multiplicity": 2,
  "total_charge": -1,
  "relative_energy_kcal_mol": 90.8,
  "symbols": ["C", "C", "C", "N", "H", "H", "H", "H", "H", "H", "H", "H", "H", "O", "H", "H", "O", "H", "H", "O"],
  "xyz": [[-0.191, 0.049, 2.998], [0.374, -0.562, 1.687], [-0.510, -1.314, 0.964], [1.549, 0.068, 1.236], [-0.110, 1.206, 2.955], [0.375, -0.375, 3.733], [-1.161, -0.133, 3.391], [-0.441, -2.487, 0.755], [-1.350, -0.723, 0.496], [1.393, 0.263, 0.233], [2.003, 0.752, 1.906], [4.210, -5.390, -2.830], [3.083, -4.357, -2.413], [3.337, -5.361, -2.517], [0.551, 1.361, -1.290], [0.499, 2.943, -1.159], [0.621, 2.095, -0.665], [-5.191, 4.027, -3.766], [-4.726, 3.700, -2.497], [-4.316, 4.237, -3.219]],
  "forces_ev_per_angstrom": [[0.5, 3.1, -2.4], [-0.6, 1.1, 3.0], [-1.3, -3.0, -3.0], [0.6, -0.4, 0.5], [0.3, -1.3, 0.5], [2.2, -0.5, 2.6], [-1.4, -0.7, -0.8], [0.1, 2.7, 0.0], [0.0, -1.0, 0.6], [0.8, 0.4, 0.9], [-1.0, -0.8, -1.7], [1.8, 0.2, -0.6], [0.9, -3.0, -0.3], [-2.7, 2.8, 0.9], [-0.2, 0.0, -0.1], [0.1, -1.2, 0.3], [0.0, 1.4, -0.4], [2.9, 1.3, 0.5], [1.5, 0.6, 0.3], [-4.4, -1.8, -0.8]]
}

Entry 11:
{
  "formula": "C3H13NO3",
  "method": "wB97M-V/def2-TZVPD",
  "gap_ev": 9.08,
  "smiles": "C=C(C)N.O.O.O",
  "spin_multiplicity": 1,
  "total_charge": 0,
  "relative_energy_kcal_mol": 83.8,
  "symbols": ["C", "C", "C", "N", "H", "H", "H", "H", "H", "H", "H", "O", "H", "H", "O", "H", "H", "O", "H", "H"],
  "xyz": [[0.153, 2.001, 2.022], [-0.812, 1.499, 1.279], [-0.647, 0.855, -0.144], [-2.239, 1.400, 1.700], [0.508, 1.776, 2.998], [1.002, 2.599, 1.606], [-1.504, 0.506, -0.682], [0.161, 0.111, -0.082], [-0.240, 1.633, -0.820], [-2.191, 0.798, 2.486], [-2.760, 2.280, 1.805], [-1.777, -2.114, -1.779], [-2.187, -2.110, -0.931], [-2.213, -1.644, -2.418], [5.037, -2.026, 3.752], [5.197, -1.721, 4.745], [5.966, -1.926, 3.579], [-0.253, -0.980, -6.510], [-0.140, -1.927, -6.654], [-1.060, -1.010, -5.952]],
  "forces_ev_per_angstrom": [[2.7, 1.2, -0.7], [-3.1, -0.6, -2.2], [2.1, 2.4, 0.4], [1.4, -0.7, -0.7], [-1.6, 0.5, 1.7], [-0.2, -1.5, -0.8], [-0.7, -0.3, 0.5], [-0.5, 0.0, -0.1], [0.1, -0.2, 0.2], [-1.0, -0.2, 1.3], [1.0, -0.6, 0.5], [2.8, -2.2, 1.3], [-0.8, 0.4, 0.5], [-2.0, 1.9, -1.9], [0.6, 1.2, 4.0], [-1.5, -1.0, -2.7], [0.9, -0.2, -1.3], [-1.1, -0.5, 0.7], [0.4, 0.1, -0.3], [0.7, 0.5, -0.4]]
}

Entry 12:
{
  "formula": "C3H13NO3",
  "method": "wB97M-V/def2-TZVPD",
  "gap_ev": 8.73,
  "smiles": "C/C=C/N.O.O.O",
  "spin_multiplicity": 1,
  "total_charge": 0,
  "relative_energy_kcal_mol": 44.3,
  "symbols": ["C", "C", "C", "N", "H", "H", "H", "H", "H", "H", "H", "O", "H", "H", "O", "H", "H", "O", "H", "H"],
  "xyz": [[0.380, -0.129, 2.346], [1.187, 0.140, 1.107], [0.937, -0.157, -0.155], [1.917, -0.256, -1.159], [-0.037, 0.821, 2.717], [-0.486, -0.789, 2.225], [0.899, -0.535, 3.222], [2.109, 0.674, 1.294], [-0.075, -0.155, -0.571], [2.656, 0.419, -1.310], [1.707, -0.629, -2.070], [1.121, 2.510, -1.288], [1.373, 2.044, -0.473], [0.505, 3.091, -0.828], [-2.272, -2.551, -0.637], [-2.383, -3.497, -0.379], [-1.322, -2.524, -0.812], [-2.696, 0.734, -1.426], [-3.285, 0.856, -0.677], [-2.236, -0.066, -1.126]],
  "forces_ev_per_angstrom": [[-1.4, 1.0, 0.2], [0.4, 0.1, 1.2], [-0.1, 0.0, -1.7], [0.7, 0.0, -0.5], [0.0, -0.1, 0.1], [0.2, 0.1, -0.5], [0.6, 0.0, -0.6], [0.7, -0.6, 0.2], [0.0, -1.1, 0.5], [-0.1, 0.1, 0.7], [-0.8, 0.1, 0.3], [-0.1, 0.3, 1.2], [0.3, -0.5, -0.5], [-0.4, 0.6, -0.7], [0.3, -1.2, 0.3], [-0.2, 1.1, -0.2], [-0.1, 0.2, 0.0], [0.3, -0.5, 0.5], [-0.3, 0.3, 0.0], [-0.1, 0.1, -0.5]]
}

no.,maximum force (eV Å⁻¹)
1,4.65
2,1.44
3,0.77
4,2.91
5,1.61
6,2.89
7,0.99
8,3.43
9,3.24
10,4.81
11,4.21
12,1.76